No. 1
Entry from the Open Molecules 2025 dataset: a molecular structure, C30H29N4RhTe (the ωB97M-V functional and the def2-TZVPD basis).

```
! RIJCOSX wB97M-V def2-TZVPD def2/J DEFGRID3
* xyz 2 1
Rh -0.424 0.788 -0.651
C -2.513 3.117 -3.687
C -2.849 2.123 -4.587
C -2.488 0.810 -4.312
C -1.808 0.529 -3.144
N -1.487 1.512 -2.264
C -1.831 2.771 -2.532
C -1.368 -0.832 -2.756
C -1.621 -2.020 -3.424
C -1.124 -3.201 -2.888
C -0.398 -3.197 -1.706
C -0.173 -1.987 -1.068
N -0.654 -0.867 -1.622
C 0.531 -1.763 0.212
C 1.135 -2.767 0.941
C 1.767 -2.449 2.136
C 1.782 -1.135 2.562
C 1.152 -0.175 1.787
N 0.540 -0.477 0.644
H -2.773 4.151 -3.863
H -3.384 2.360 -5.496
H -2.736 0.018 -5.004
H -1.553 3.510 -1.793
H -2.199 -2.032 -4.335
H -1.315 -4.137 -3.394
H -0.027 -4.121 -1.288
H 1.117 -3.787 0.586
H 2.243 -3.224 2.721
H 2.261 -0.844 3.485
H 1.118 0.863 2.089
C 5.202 2.250 -3.407
C 3.889 1.877 -2.794
C 3.477 2.388 -1.566
C 2.261 2.006 -1.038
N 1.436 1.152 -1.657
C 1.821 0.656 -2.840
C 3.020 0.990 -3.429
H 5.692 3.046 -2.852
H 5.065 2.573 -4.439
H 5.865 1.384 -3.424
H 4.098 3.085 -1.020
H 1.920 2.397 -0.085
H 1.142 -0.030 -3.329
H 3.277 0.557 -4.387
C -0.566 -1.902 6.132
C -0.954 -1.128 4.905
C -0.719 0.240 4.820
C -1.102 0.986 3.711
C -0.818 2.464 3.675
C -1.739 0.324 2.656
Te -2.258 1.396 0.912
C -2.014 -1.047 2.718
C -2.751 -1.770 1.623
C -1.602 -1.751 3.843
H 0.311 -1.473 6.615
H -0.359 -2.946 5.897
H -1.379 -1.887 6.860
H -0.234 0.746 5.648
H -0.388 2.798 4.617
H -1.728 3.043 3.504
H -0.121 2.725 2.874
H -2.230 -1.706 0.664
H -3.745 -1.342 1.471
H -2.877 -2.823 1.872
H -1.814 -2.813 3.904
*
```

The energy above the lowest of the compared OMol25 structures with the same formula, charge and spin is 6.81 kcal per mole. Its gap between HOMO and LUMO (spin up / spin down) is 6.6 / 6.6 eV.

No. 2
Entry from the Open Molecules 2025 dataset: 6 unconnected molecules or ions with the total composition C30H29N6O12P (the ωB97M-V functional and the def2-TZVPD basis).

```
! RIJCOSX wB97M-V def2-TZVPD def2/J DEFGRID3
* xyz 0 1
O 0.081 7.077 -0.523
N -0.891 6.454 -0.888
O -2.040 6.742 -0.597
C -0.680 5.264 -1.735
C 0.615 4.908 -2.058
C 0.808 3.778 -2.836
C -0.283 3.042 -3.274
C -1.576 3.424 -2.938
C -1.787 4.548 -2.157
H 1.445 5.502 -1.709
H 1.810 3.470 -3.099
H -0.124 2.159 -3.880
H -2.423 2.847 -3.282
H -2.779 4.866 -1.874
O 1.073 1.923 -0.464
N 1.741 1.028 -0.937
O 2.746 1.196 -1.603
C 1.295 -0.360 -0.701
C 0.133 -0.564 0.020
C -0.286 -1.869 0.227
C 0.452 -2.930 -0.282
C 1.618 -2.695 -0.999
C 2.052 -1.396 -1.217
H -0.417 0.282 0.402
H -1.192 -2.055 0.789
H 0.125 -3.949 -0.126
H 2.188 -3.526 -1.391
H 2.952 -1.179 -1.772
O 3.552 6.251 -2.970
N 4.129 5.191 -3.112
O 3.942 4.422 -4.033
C 5.111 4.801 -2.080
C 5.312 5.649 -1.006
C 6.222 5.267 -0.033
C 6.904 4.064 -0.151
C 6.684 3.233 -1.241
C 5.776 3.598 -2.222
H 4.764 6.577 -0.944
H 6.395 5.912 0.818
H 7.611 3.770 0.614
H 7.216 2.296 -1.328
H 5.577 2.972 -3.079
O 0.129 -6.207 -0.382
N -0.592 -7.188 -0.280
O -0.189 -8.329 -0.289
C -2.041 -6.966 -0.120
C -2.535 -5.676 -0.179
C -3.898 -5.487 -0.020
C -4.732 -6.575 0.193
C -4.211 -7.860 0.248
C -2.851 -8.067 0.090
H -1.868 -4.845 -0.348
H -4.308 -4.487 -0.063
H -5.796 -6.421 0.318
H -4.863 -8.705 0.420
H -2.415 -9.054 0.135
O -2.605 -6.547 3.098
N -2.102 -6.271 4.170
O -2.628 -6.454 5.247
C -0.754 -5.662 4.158
C -0.157 -5.400 2.940
C 1.102 -4.821 2.933
C 1.733 -4.517 4.133
C 1.111 -4.792 5.343
C -0.148 -5.371 5.366
H -0.672 -5.643 2.024
H 1.585 -4.609 1.989
H 2.714 -4.062 4.124
H 1.606 -4.556 6.275
H -0.658 -5.597 6.291
O -7.693 6.713 1.043
N -7.208 5.847 0.372
O -5.898 5.982 0.185
P -5.135 7.704 0.087
H -6.387 8.162 -0.322
H -4.317 7.108 -0.860
H -4.776 7.598 1.428
H -4.528 8.997 -0.055
*
```

The SMILES is O=[N+]([O-])c1ccccc1.O=[N+]([O-])c1ccccc1.O=[N+]([O-])c1ccccc1.O=[N+]([O-])c1ccccc1.O=[N+]([O-])c1ccccc1.O=NO[PH4]. Its gap between HOMO and LUMO is 8.3 eV.

No. 3
Entry from the Open Molecules 2025 dataset: a molecular structure, C30H30AsN5O4ReS (the ωB97M-V functional and the def2-TZVPD basis).

```
! RIJCOSX wB97M-V def2-TZVPD def2/J DEFGRID3
* xyz 2 2
Re 0.609 0.187 0.098
N -1.233 -2.827 2.369
C -1.035 -2.011 3.478
C -1.360 -2.194 4.816
C -0.984 -1.185 5.678
C -0.307 -0.044 5.222
C 0.008 0.135 3.890
C -0.373 -0.874 3.008
N -0.218 -1.008 1.621
C -0.728 -2.195 1.305
C -0.518 -2.661 -0.052
C -0.958 -3.745 -0.746
S -0.286 -3.736 -2.312
C 0.526 -2.290 -1.970
N 0.327 -1.828 -0.758
H -1.657 -3.742 2.369
H -1.877 -3.076 5.165
H -1.210 -1.277 6.730
H -0.022 0.716 5.936
H 0.536 1.019 3.566
H -1.623 -4.528 -0.424
H 1.163 -1.799 -2.690
N 2.560 -0.131 1.039
C 3.620 -0.667 0.151
C 3.905 0.302 -0.990
C 2.801 0.408 -2.006
O 2.902 0.372 -3.188
O 1.508 0.569 -1.482
H 2.862 0.790 1.377
H 2.481 -0.735 1.855
H 3.298 -1.639 -0.231
H 4.532 -0.821 0.729
H 4.795 -0.014 -1.533
H 4.105 1.303 -0.595
O 2.609 2.574 1.518
C 1.417 2.731 1.666
N 0.421 1.857 1.146
C -0.851 2.332 1.611
O -1.877 1.728 1.422
C -0.626 3.587 2.350
C -1.528 4.439 2.959
C -0.999 5.560 3.589
C 0.375 5.806 3.611
C 1.276 4.939 3.002
C 0.738 3.830 2.374
H -2.592 4.246 2.943
H -1.664 6.261 4.075
H 0.743 6.691 4.112
H 2.341 5.120 3.014
C -3.247 0.648 -1.035
As -1.373 0.948 -1.395
C -1.225 2.864 -1.617
C -1.190 0.247 -3.223
C -1.542 1.258 -4.274
C -2.857 1.409 -4.707
C -3.178 2.390 -5.634
C -2.186 3.219 -6.141
C -0.870 3.059 -5.726
C -0.547 2.084 -4.797
H -3.809 1.039 -1.884
H -3.534 1.164 -0.125
H -3.442 -0.419 -0.932
H -1.912 3.176 -2.403
H -0.209 3.120 -1.915
H -1.484 3.365 -0.688
H -1.854 -0.620 -3.283
H -0.162 -0.083 -3.360
H -3.633 0.750 -4.335
H -4.201 2.497 -5.970
H -2.434 3.978 -6.869
H -0.092 3.690 -6.134
H 0.481 1.953 -4.483
*
```

The energy above the lowest of the compared OMol25 structures with the same formula, charge and spin is 0.00 kcal per mole. Its gap between HOMO and LUMO (spin up / spin down) is 6.0 / 6.3 eV.

No. 4
Entry from the Open Molecules 2025 dataset: a molecular structure, C30H30AsN6O7S3Yb in a non-equilibrium geometry (the ωB97M-V functional and the def2-TZVPD basis).

```
! RIJCOSX wB97M-V def2-TZVPD def2/J DEFGRID3
* xyz 0 2
Yb -0.329 -1.730 -0.872
N -2.577 -0.087 2.909
C -1.781 -0.302 1.829
S -0.823 -1.740 1.823
N -1.830 0.679 0.950
N -1.044 0.502 -0.140
C -1.167 1.413 -1.034
C -2.116 2.558 -0.906
C -1.641 3.863 -0.908
C -2.526 4.934 -0.789
C -3.887 4.696 -0.665
C -4.367 3.387 -0.665
C -3.487 2.321 -0.780
C -0.365 1.241 -2.286
C -0.507 2.089 -3.371
C 0.236 1.847 -4.517
C 1.102 0.772 -4.547
C 1.172 -0.024 -3.427
N 0.456 0.197 -2.327
H -2.748 -0.860 3.522
H -3.268 0.639 2.833
H -0.571 4.048 -0.977
H -2.145 5.950 -0.793
H -4.576 5.528 -0.564
H -5.432 3.197 -0.573
H -3.854 1.301 -0.789
H -1.202 2.914 -3.318
H 0.131 2.496 -5.380
H 1.702 0.545 -5.419
H 1.827 -0.887 -3.397
O -1.388 -1.676 -3.326
As -2.792 -2.407 -2.483
O -4.143 -1.933 -3.269
O -2.425 -1.833 -0.933
C -2.501 -4.280 -2.675
C -3.182 -4.919 -3.705
C -2.963 -6.271 -3.940
C -2.064 -6.975 -3.145
C -1.402 -6.348 -2.096
C -1.634 -5.006 -1.860
S 0.735 -4.201 -1.147
O -0.975 -4.347 -0.788
O 0.631 -3.220 -2.288
O 1.060 -3.372 0.039
H -1.653 -1.470 -4.230
H -3.877 -4.345 -4.305
H -3.499 -6.776 -4.737
H -1.879 -8.028 -3.338
H -0.716 -6.893 -1.451
C 1.244 -1.500 4.271
C 2.263 -2.097 3.296
C 3.315 -1.094 2.853
N 2.738 0.146 2.301
C 2.402 0.334 1.042
S 2.570 -0.802 -0.190
N 1.853 1.574 0.700
C 1.963 2.879 1.187
O 1.345 3.758 0.627
C 2.843 3.177 2.363
C 4.201 2.882 2.335
C 4.995 3.192 3.429
C 4.429 3.791 4.552
C 3.076 4.112 4.564
C 2.283 3.814 3.460
H 0.607 -2.280 4.695
H 0.580 -0.796 3.761
H 1.743 -0.982 5.103
H 1.752 -2.482 2.411
H 2.786 -2.934 3.769
H 3.948 -1.520 2.082
H 3.935 -0.800 3.700
H 2.450 0.843 2.967
H 1.359 1.539 -0.176
H 4.639 2.415 1.454
H 6.055 2.963 3.408
H 5.046 4.011 5.416
H 2.637 4.598 5.428
H 1.226 4.072 3.446
*
```

The energy above the lowest of the compared OMol25 structures with the same formula, charge and spin is 0.37 kcal per mole. Its gap between HOMO and LUMO (spin up / spin down) is 7.4 / 7.4 eV.

No. 5
Entry from the Open Molecules 2025 dataset: a molecular structure, C30H30BF2N7S3Sc (the ωB97M-V functional and the def2-TZVPD basis).

```
! RIJCOSX wB97M-V def2-TZVPD def2/J DEFGRID3
* xyz 1 1
Sc -1.294 0.361 1.339
C -4.718 0.974 -1.591
C -3.250 0.872 -1.901
C -2.402 1.934 -1.575
C -1.071 1.944 -1.974
C -0.209 3.159 -1.757
C -0.576 0.840 -2.669
C -1.378 -0.251 -2.964
C -0.833 -1.446 -3.697
C -2.720 -0.218 -2.579
H -5.183 1.716 -2.242
H -4.889 1.294 -0.562
H -5.236 0.029 -1.757
H -2.816 2.801 -1.072
H -0.594 3.779 -0.948
H -0.188 3.772 -2.660
H 0.824 2.887 -1.527
H 0.453 0.852 -3.014
H -1.412 -1.651 -4.599
H -0.885 -2.341 -3.072
H 0.204 -1.290 -3.996
H -3.369 -1.044 -2.856
S -2.703 2.526 1.886
C -1.502 3.706 2.031
N -0.174 3.556 1.818
C 0.553 4.759 2.011
C 1.923 4.960 1.875
C 2.423 6.230 2.107
C 1.593 7.289 2.470
C 0.232 7.094 2.609
C -0.269 5.822 2.375
S -1.929 5.303 2.479
H 2.586 4.157 1.601
H 3.487 6.398 2.006
H 2.015 8.268 2.646
H -0.425 7.905 2.893
S -5.510 -1.997 1.066
C -5.281 -1.203 2.564
C -4.128 -0.496 2.541
N -3.433 -0.571 1.350
C -4.061 -1.339 0.495
H -5.986 -1.299 3.371
H -3.722 0.082 3.357
H -3.690 -1.531 -0.501
C 1.787 -0.404 -0.742
C 0.773 -1.466 -0.509
N -0.358 -1.338 0.172
C -0.938 -2.598 0.209
C -0.165 -3.471 -0.474
N 0.918 -2.742 -0.919
C 2.001 -3.300 -1.724
N 2.647 -4.387 -1.067
N 2.131 -5.641 -1.214
N 2.753 -6.445 -0.453
C 3.709 -5.737 0.253
C 4.641 -6.169 1.200
C 5.474 -5.215 1.735
C 5.393 -3.862 1.343
C 4.482 -3.425 0.408
C 3.639 -4.400 -0.128
H 1.377 0.560 -0.457
H 2.087 -0.354 -1.788
H 2.674 -0.583 -0.131
H -1.847 -2.792 0.749
H -0.255 -4.526 -0.667
H 2.720 -2.512 -1.934
H 1.591 -3.676 -2.660
H 4.697 -7.209 1.489
H 6.212 -5.500 2.472
H 6.072 -3.149 1.791
H 4.437 -2.386 0.108
F 1.642 2.228 1.144
B 0.317 2.203 1.378
F -1.069 -0.293 3.038
*
```

The energy above the lowest of the compared OMol25 structures with the same formula, charge and spin is 2.14 kcal per mole. Its gap between HOMO and LUMO is 8.3 eV.

No. 6
Entry from the Open Molecules 2025 dataset: a molecular structure, C30H30F4KN5O3S (the ωB97M-V functional and the def2-TZVPD basis).

```
! RIJCOSX wB97M-V def2-TZVPD def2/J DEFGRID3
* xyz -2 1
K -0.145 -0.772 0.045
C 2.099 -0.061 3.704
C 3.022 0.538 2.650
N 2.340 0.937 1.428
C 1.151 1.749 1.646
C 1.349 3.077 2.388
C 3.255 1.496 0.447
C 4.141 0.448 -0.224
N 3.305 -0.477 -0.944
C 3.799 -1.618 -1.361
C 2.887 -2.577 -1.932
F 1.598 -2.181 -2.015
C 3.257 -3.808 -2.384
F 2.309 -4.635 -2.891
C 4.578 -4.255 -2.347
C 5.491 -3.352 -1.833
F 6.805 -3.707 -1.798
C 5.150 -2.104 -1.369
F 6.169 -1.285 -0.965
H 2.701 -0.522 4.491
H 1.434 -0.816 3.281
H 1.461 0.692 4.172
H 3.770 -0.208 2.376
H 3.583 1.390 3.083
H 0.419 1.152 2.192
H 0.711 1.961 0.667
H 1.712 2.915 3.405
H 0.391 3.601 2.448
H 2.060 3.725 1.870
H 3.896 2.282 0.890
H 2.652 1.957 -0.341
H 4.767 -0.042 0.534
H 4.840 0.998 -0.875
H 4.863 -5.238 -2.685
C -0.371 -1.093 6.501
O -0.542 -1.308 5.133
C -1.791 -1.061 4.613
C -2.878 -0.730 5.386
C -4.123 -0.479 4.775
C -4.209 -0.583 3.405
C -3.122 -0.931 2.587
C -3.392 -0.883 1.141
N -2.732 -1.412 0.192
N -3.280 -1.195 -1.079
C -2.786 -0.180 -1.737
O -1.904 0.663 -1.375
C -3.393 -0.003 -3.116
C -4.369 -0.857 -3.628
C -4.902 -0.646 -4.891
C -4.469 0.424 -5.670
C -3.496 1.277 -5.168
C -2.964 1.061 -3.901
C -1.834 -1.168 3.161
O -0.770 -1.423 2.534
H 0.682 -1.273 6.717
H -0.979 -1.777 7.110
H -0.624 -0.065 6.790
H -2.792 -0.656 6.464
H -4.985 -0.207 5.372
H -5.155 -0.369 2.914
H -4.295 -0.312 0.886
H -4.692 -1.684 -3.010
H -5.659 -1.321 -5.275
H -4.886 0.586 -6.657
H -3.146 2.110 -5.767
H -2.199 1.707 -3.489
S -3.332 3.676 3.032
C -3.199 3.805 1.324
C -2.481 2.762 0.837
N -2.022 1.880 1.785
C -2.392 2.221 2.973
H -3.666 4.609 0.779
H -2.279 2.539 -0.205
H -2.186 1.645 3.867
*
```

The energy above the lowest of the compared OMol25 structures with the same formula, charge and spin is 4.66 kcal per mole. Its gap between HOMO and LUMO is 5.3 eV.